Computed, not measured: 16 unconnected molecules or ions with the total composition C40H120N24O16, with ωB97M-V/def2-TZVPD.

- Molecular weight: 1193.6 g mol⁻¹
- ΔE to the lowest compared entry with this formula, charge and spin: 513.89 kJ/mol
- Electronic energy: -111947.890 eV
- Lowest unoccupied orbital energy: -0.57 eV
- Highest occupied orbital energy: -0.288 hartree
- Net charge: 0

Positions of all 200 atoms, in Å:
C: -25.60410 -6.94515 -2.06054
C: -26.74352 -6.05406 -1.72985
C: -28.11134 -6.61587 -2.25286
O: -28.08575 -6.90199 -3.66151
C: -29.37073 -7.12652 -4.13466
N: -26.73154 -5.78725 -0.26406
H: -25.19755 -6.69934 -3.04156
H: -25.89237 -7.99087 -2.16776
H: -24.84840 -7.01506 -1.27816
H: -26.68949 -5.05893 -2.17132
H: -28.90380 -5.94684 -1.91746
H: -28.39598 -7.55985 -1.78812
H: -30.01590 -7.75133 -3.51703
H: -29.25686 -7.54360 -5.13525
H: -30.00685 -6.24742 -4.23780
H: -26.93594 -6.66287 0.19598
H: -27.45247 -5.13071 -0.00081
C: -23.80781 -4.31719 -0.08281
C: -23.94398 -4.46166 1.40067
C: -24.88497 -3.24320 1.86994
O: -24.53745 -1.96270 1.38412
C: -23.39438 -1.35219 1.96478
N: -24.61572 -5.77095 1.65586
H: -23.28604 -5.13169 -0.58527
H: -23.36396 -3.36531 -0.37440
H: -24.80687 -4.27418 -0.51655
H: -22.96141 -4.48775 1.87183
H: -24.93583 -3.19895 2.95785
H: -25.86193 -3.42140 1.42062
H: -22.45899 -1.88351 1.78911
H: -23.76051 -1.31191 2.99066
H: -23.20423 -0.31142 1.70261
H: -25.26992 -5.62617 2.41162
H: -25.30178 -5.96755 0.94117
C: -21.06295 -3.99624 -7.28978
C: -21.62641 -4.05095 -5.84470
C: -22.94359 -4.88395 -5.79435
O: -23.39353 -4.96832 -4.44906
C: -24.06357 -3.83033 -3.90121
N: -20.73813 -4.73861 -4.93087
H: -20.98499 -4.99788 -7.71256
H: -20.11440 -3.48117 -7.44159
H: -21.83706 -3.51577 -7.88812
H: -21.72324 -3.03455 -5.46306
H: -22.69335 -5.88338 -6.15017
H: -23.62494 -4.43350 -6.51613
H: -23.42180 -2.95453 -3.99727
H: -24.27130 -3.88364 -2.83251
H: -24.96607 -3.67136 -4.49138
H: -20.38511 -5.58073 -5.36252
H: -21.47149 -5.12132 -4.35139
C: -31.39983 -11.93805 -6.43370
C: -30.20462 -11.87668 -5.46589
C: -28.84986 -12.27116 -5.94029
O: -28.73485 -13.64534 -6.37765
C: -27.44172 -14.26121 -6.45451
N: -30.19210 -10.49790 -4.98610
H: -31.28366 -12.95258 -6.81493
H: -31.36952 -11.31681 -7.32882
H: -32.37547 -11.96552 -5.94846
H: -30.41018 -12.41628 -4.54140
H: -28.19887 -12.15367 -5.07396
H: -28.42606 -11.64643 -6.72654
H: -27.47084 -15.12682 -7.11630
H: -27.11457 -14.62829 -5.48171
H: -26.75738 -13.54410 -6.90786
H: -30.16802 -9.83141 -5.74459
H: -29.31086 -10.33626 -4.51986
C: -25.85905 -11.13754 -2.99678
C: -25.88721 -9.96921 -4.04110
C: -25.51910 -10.37589 -5.50899
O: -24.20933 -10.99266 -5.51381
C: -24.03495 -11.89468 -6.60980
N: -27.26738 -9.48378 -4.07321
H: -25.99589 -10.62821 -2.04285
H: -24.89010 -11.63487 -3.03995
H: -26.66011 -11.85490 -3.17508
H: -25.27828 -9.16430 -3.62951
H: -25.50369 -9.52754 -6.19322
H: -26.24541 -11.05958 -5.94849
H: -23.93190 -11.31159 -7.52494
H: -24.81092 -12.65590 -6.69043
H: -23.12819 -12.45775 -6.38880
H: -27.27252 -8.52082 -3.76861
H: -27.72168 -9.83910 -3.24407
C: -24.58748 -10.17914 0.45133
C: -25.97096 -10.43804 1.11417
C: -26.05371 -11.80592 1.80599
O: -26.20913 -12.82431 0.85744
C: -26.22593 -14.07464 1.41132
N: -26.04480 -9.35404 2.13380
H: -23.82356 -9.56025 0.92199
H: -24.76163 -9.70091 -0.51257
H: -24.05072 -11.12054 0.33400
H: -26.80745 -10.35320 0.42051
H: -26.88057 -11.83970 2.51541
H: -25.12329 -12.03712 2.32460
H: -26.78284 -14.25398 2.33100
H: -25.20549 -14.44209 1.51978
H: -26.57097 -14.77478 0.65051
H: -25.16709 -9.50315 2.61073
H: -26.66328 -9.68309 2.86135
C: -28.46126 -1.59807 0.13481
C: -28.94060 -2.67130 1.01526
C: -30.18156 -2.40826 1.86876
O: -30.71560 -3.64339 2.35131
C: -32.07751 -3.35506 2.73311
N: -29.13757 -3.78434 0.12014
H: -27.44512 -1.84272 -0.17457
H: -28.58264 -0.63808 0.63658
H: -29.13674 -1.43747 -0.70546
H: -28.14759 -3.09116 1.63410
H: -30.84425 -1.82057 1.23350
H: -29.92872 -1.74932 2.69940
H: -32.63907 -2.74433 2.02618
H: -32.15742 -2.85836 3.70008
H: -32.55965 -4.33231 2.75806
H: -29.45139 -4.58523 0.64946
H: -29.84851 -3.64672 -0.58394
C: -33.89108 -2.71837 -1.43626
C: -33.34526 -3.52339 -2.68000
C: -32.07961 -4.41977 -2.32653
O: -30.96982 -3.60048 -1.89874
C: -30.38794 -2.90111 -3.02633
N: -34.40765 -4.39799 -3.18526
H: -34.52488 -1.86889 -1.69079
H: -32.97448 -2.32171 -0.99967
H: -34.45077 -3.35493 -0.75096
H: -33.16261 -2.69467 -3.36408
H: -31.72756 -5.07405 -3.12408
H: -32.30923 -5.07530 -1.48651
H: -29.47527 -2.41953 -2.67529
H: -30.95320 -2.13449 -3.55631
H: -30.00211 -3.64162 -3.72698
H: -34.75371 -5.04852 -2.49449
H: -34.03746 -4.80657 -4.03150
C: -21.37893 -7.82362 1.75960
O: -20.25515 -8.18200 2.04801
N: -21.82522 -7.93819 0.54015
N: -22.23307 -7.21775 2.55820
H: -21.24246 -8.06153 -0.27549
H: -22.65280 -7.41862 0.28472
H: -21.97941 -6.97758 3.50586
H: -23.08872 -6.97276 2.08076
C: -29.08494 -11.30323 -1.38843
O: -28.63641 -10.22753 -1.60504
N: -28.59490 -12.30707 -0.67537
N: -30.22889 -11.69549 -1.81419
H: -27.76009 -12.21356 -0.11460
H: -28.93334 -13.24570 -0.83192
H: -30.31840 -12.70008 -1.76048
H: -30.65740 -11.07184 -2.48317
C: -22.27478 -8.92084 -3.37579
O: -21.93225 -8.47199 -2.32101
N: -22.82699 -8.16806 -4.29888
N: -22.16327 -10.19554 -3.70573
H: -23.02658 -8.55155 -5.21168
H: -22.80947 -7.15998 -4.23907
H: -21.86273 -10.92494 -3.07506
H: -22.45488 -10.47271 -4.63215
C: -29.05988 -7.38633 1.23095
O: -29.97537 -6.65659 0.82883
N: -28.36644 -7.25802 2.31945
N: -28.69396 -8.47063 0.50558
H: -28.74027 -6.51849 2.89690
H: -27.55190 -7.81862 2.52526
H: -28.02246 -9.10441 0.91488
H: -28.86064 -8.63295 -0.47725
C: -27.03929 -4.75667 -6.33575
O: -28.04489 -4.17316 -5.92904
N: -26.56538 -4.60432 -7.54930
N: -26.47993 -5.68261 -5.69234
H: -27.03877 -4.05421 -8.25172
H: -25.86674 -5.30274 -7.75958
H: -25.73460 -6.23408 -6.09293
H: -27.11045 -5.95560 -4.95206
C: -32.49021 -8.34559 -1.73435
O: -32.93319 -8.96017 -2.64762
N: -31.19362 -8.30742 -1.40546
N: -33.14585 -7.58346 -0.89090
H: -30.70343 -9.07739 -1.83784
H: -31.00168 -7.97028 -0.47293
H: -32.77770 -7.43696 0.03813
H: -34.12698 -7.44205 -1.08450
C: -28.97673 -8.86078 -7.81508
O: -29.94627 -8.90050 -7.08733
N: -29.05509 -8.58163 -9.06280
N: -27.82117 -9.13683 -7.37473
H: -28.18527 -8.35879 -9.52524
H: -29.97106 -8.49228 -9.47886
H: -27.08103 -8.83431 -7.99179
H: -27.89683 -9.38475 -6.39854
C: -32.68208 -7.07634 -5.84639
O: -33.54628 -6.23872 -5.51569
N: -32.20865 -8.08819 -5.24818
N: -32.22623 -7.05830 -7.07767
H: -32.54183 -8.46400 -4.37190
H: -31.56210 -8.67009 -5.76148
H: -32.64363 -6.37503 -7.69331
H: -31.53024 -7.76138 -7.28112

Mulliken atomic charge list, values in e, 8 entries:
1. C 0.48
2. C -0.22
3. C 0.16
4. O 1.52
5. C 0.36
6. N 1.56
7. H -0.16
8. H -0.86

---

Computed, not measured: a molecular structure, C2HCl2N2O, with ωB97M-V/def2-TZVPD.

- Molecular weight: 139.9 g mol⁻¹
- ΔE to the lowest compared entry with this formula, charge and spin: 62.79 kJ/mol
- Electronic energy: -32153.125 eV
- Lowest unoccupied orbital energy: -6.24 eV
- Highest occupied orbital energy: -0.624 hartree
- Net charge: +1

Positions of all 8 atoms, in Å:
C: -0.93339 0.90887 -0.45510
C: -0.29929 -0.12358 0.34462
N: -3.85025 0.27366 0.18666
N: -2.76605 0.49111 0.08635
O: -1.00218 1.80419 -1.14729
Cl: -0.89569 -1.77897 0.10986
Cl: -0.77670 0.67100 1.99661
H: 0.69288 -0.02988 0.08441

Charge distribution, Mulliken scheme, values in e:
1. C 0.56
2. C 0.06
3. N -0.22
4. N 0.26
5. O -0.10
6. Cl 0.01
7. Cl -0.01
8. H 0.42

---

What is the formula in the second record?
C2HCl2N2O